The following is a DFT calculation (wB97M-V/def2-TZVPD) of a structure of composition C21H21Br3N3O9V in a non-equilibrium geometry.

XYZ file:
```
58
Properties=species:S:1:pos:R:3:forces:R:3
O -1.4957 6.4197 1.4760 1.697 -1.419 1.192
V -0.3990 5.3230 1.8900 -2.909 -2.328 -3.748
O 0.6260 5.3136 0.6726 -0.702 0.061 1.737
C -1.5665 2.6617 -0.6447 -1.712 0.170 -0.137
C -1.3514 2.3125 0.8057 2.492 -0.616 0.177
O -1.4613 3.3443 1.7443 0.947 3.107 0.507
H -1.0935 3.6212 -0.8545 0.315 -0.234 -0.319
H -2.6255 2.7775 -0.8985 -0.127 0.349 0.309
H -1.3007 1.8402 -1.3130 0.745 0.142 0.068
H -0.3155 1.9318 0.8253 0.440 0.240 0.019
H -1.8101 1.3731 1.1325 -1.115 0.478 0.160
C 3.2865 3.5805 -2.5173 -0.036 -0.010 -0.151
C 4.6745 3.7771 -2.3901 -1.561 0.008 1.535
C 5.1983 3.8200 -1.0699 0.533 0.379 -2.043
C 4.3873 3.5742 0.0185 -0.380 -0.088 -0.804
C 3.0446 3.3539 -0.1550 -0.706 -1.021 0.423
C 2.4907 3.3254 -1.4078 0.207 0.554 0.135
N 4.9371 3.3605 1.3220 1.621 -0.247 1.641
O 4.2072 3.2802 2.2951 -0.490 0.220 -0.428
O 6.1513 3.2116 1.4149 -0.428 0.264 -0.456
H 2.7653 3.6628 -3.4626 0.370 -0.242 -0.280
H 5.2467 3.9056 -3.2956 0.370 0.235 0.255
H 6.2296 4.1331 -0.9967 0.121 -0.435 0.499
H 2.3810 3.0268 0.6324 0.376 0.313 0.452
H 1.4290 3.1221 -1.3976 -0.041 0.128 -0.718
C -3.0897 -4.9493 2.3328 0.552 -1.124 -0.935
C -4.1380 -4.5010 1.5483 -0.221 1.086 1.828
C -4.5259 -3.1680 1.7937 -0.227 -0.010 -1.422
C -3.6870 -2.2662 2.4573 -0.196 -1.356 -0.320
C -2.4826 -2.7319 2.9304 0.777 0.515 1.119
C -2.2247 -4.0816 2.9548 0.132 -0.119 -0.191
N -4.0600 -0.8672 2.6756 0.188 -0.212 -0.487
O -5.2088 -0.5728 2.4328 -0.183 0.274 0.105
O -3.1865 -0.1080 3.0469 -0.243 -0.022 0.053
H -2.8419 -6.0035 2.3629 -0.070 -0.067 -0.123
H -4.7153 -5.2000 0.9624 -0.233 0.211 -0.018
H -5.4418 -2.8419 1.3192 -0.014 0.349 0.211
H -1.7610 -2.0825 3.4064 -0.186 0.301 -0.108
H -1.3187 -4.4803 3.3885 -0.012 0.175 0.199
C -1.4215 -3.3347 -0.9710 -0.417 -0.234 0.043
C -1.0855 -2.0747 -0.5525 -0.198 1.301 -0.065
C 0.2191 -1.6913 -0.3249 0.396 -0.796 0.081
C 1.1918 -2.6940 -0.4675 -0.451 0.464 0.715
C 0.8831 -3.9753 -0.8550 -0.638 -0.739 -0.435
C -0.4604 -4.3046 -1.1340 0.419 0.159 0.301
N 2.5738 -2.3585 -0.0564 0.540 0.377 -1.457
O 3.4623 -3.1853 -0.1747 -0.658 -0.144 0.339
O 2.7652 -1.1955 0.2294 0.072 0.087 0.521
H -2.4805 -3.4983 -1.1223 0.062 -0.463 -0.127
H -1.9048 -1.3744 -0.4417 0.172 0.262 0.123
H 0.4955 -0.6922 -0.0285 -0.013 -0.050 0.099
H 1.6728 -4.7055 -0.9603 0.015 -0.010 0.111
H -0.8221 -5.2889 -1.3965 0.574 -0.184 -0.157
C -0.1176 -0.4224 -3.8025 0.648 0.608 0.515
Br 0.4538 -2.1405 -4.5201 -0.176 0.855 -0.014
Br -0.7930 0.9544 -5.0240 0.242 -0.936 0.197
Br 1.3338 0.4511 -2.7190 -0.779 -0.742 -0.727
H -0.9200 -0.6675 -3.1162 0.099 0.176 -0.001
```
Positions in Å, forces in eV/Å.

The calculation puts the largest force on an atom at 5.29 eV/A. The total charge is 0. The total energy is -10319.89349 Eh.

The following is a DFT calculation (wB97M-V/def2-TZVPD) of a structure of composition C21H21CrN8S6.

XYZ file:
```
57
Properties=species:S:1:pos:R:3:forces:R:3
Cr 0.1368 -0.0068 0.1042 0.009 0.029 -0.115
S -0.1438 -0.1667 2.4559 -0.016 -0.055 0.053
C -0.5473 -1.8685 2.4753 -0.018 0.032 0.015
C -1.3994 -2.3307 3.5320 0.020 -0.031 -0.036
N -2.1070 -2.6933 4.3635 0.017 0.030 -0.014
C -0.1325 -2.7203 1.5087 -0.021 -0.061 0.008
S 0.8605 -2.2222 0.1536 0.014 -0.060 -0.047
C -0.5731 -4.0861 1.4938 0.027 0.049 0.045
N -0.9605 -5.1670 1.4110 0.014 0.011 -0.015
N 2.0834 0.7434 0.4688 -0.074 0.010 0.015
C 2.1052 2.2084 0.3018 -0.013 0.006 0.001
C 0.8247 2.7764 0.8855 0.006 -0.029 -0.019
N -0.3227 2.0850 0.2555 0.020 -0.020 0.001
H 2.2438 0.4738 1.4366 0.048 -0.010 0.020
H 2.7978 0.2927 -0.0956 0.013 -0.010 -0.030
H 2.1444 2.4207 -0.7670 0.015 -0.018 -0.035
H 2.9780 2.6647 0.7712 0.005 -0.002 0.016
H 0.7825 3.8562 0.7374 -0.005 0.012 0.003
H 0.7804 2.5799 1.9578 -0.010 -0.008 0.004
H -0.4856 2.4359 -0.6842 -0.002 0.026 -0.018
H -1.1706 2.2299 0.7944 -0.019 0.001 0.003
S 5.7343 -1.4127 -3.4935 -0.015 -0.038 -0.071
C 4.1041 -1.2018 -3.4217 -0.016 -0.017 0.102
S 3.3691 0.1733 -2.6274 -0.064 -0.007 -0.049
C 1.7776 -0.5004 -2.8815 0.050 -0.014 0.172
N 1.7954 -1.6059 -3.5330 -0.021 -0.031 -0.052
N 3.0796 -1.9772 -3.8689 0.034 0.038 -0.049
C 3.1933 -3.1766 -4.6427 -0.001 -0.048 -0.019
C 2.2922 -4.2052 -4.4016 -0.002 0.001 0.049
C 2.3562 -5.3636 -5.1579 0.013 0.019 0.012
C 3.3153 -5.4994 -6.1513 0.009 0.016 0.010
C 4.2004 -4.4596 -6.3931 0.004 -0.005 -0.010
C 4.1433 -3.2917 -5.6472 -0.027 0.008 0.014
S 0.3146 0.2636 -2.3274 -0.033 0.053 0.002
H 1.5347 -4.0868 -3.6407 0.098 0.021 -0.062
H 1.6493 -6.1605 -4.9656 0.006 0.000 -0.021
H 3.3693 -6.4076 -6.7369 -0.004 0.006 -0.004
H 4.9430 -4.5481 -7.1752 -0.003 -0.007 0.004
H 4.8290 -2.4839 -5.8459 0.016 0.026 0.016
N -3.0776 -2.9160 -0.1851 0.031 0.002 -0.047
C -2.3540 -2.0215 -0.8514 -0.090 0.011 -0.119
S -2.2553 -0.4221 -0.1961 0.049 -0.029 0.012
N -1.7955 -2.3502 -2.0094 -0.012 -0.140 0.179
C -1.8154 -3.6848 -2.5400 -0.034 0.069 0.004
C -2.9794 -4.1652 -3.1258 -0.011 0.026 -0.030
C -3.0124 -5.4609 -3.6200 0.007 0.018 -0.008
C -1.8833 -6.2642 -3.5390 0.009 0.009 0.014
C -0.7211 -5.7712 -2.9634 0.004 -0.020 0.033
C -0.6832 -4.4804 -2.4566 -0.095 -0.044 0.052
H -3.4022 -2.6655 0.7335 -0.006 0.002 0.018
H -3.0876 -3.8886 -0.4558 0.013 -0.002 -0.010
H -1.1261 -1.6778 -2.3775 0.020 0.107 -0.092
H -3.8455 -3.5192 -3.2000 0.002 -0.005 0.017
H -3.9176 -5.8384 -4.0767 0.001 0.001 0.009
H -1.9126 -7.2773 -3.9180 0.006 0.009 -0.011
H 0.1571 -6.3999 -2.8848 -0.014 0.012 0.000
H 0.2011 -4.0913 -1.9743 0.045 0.050 0.082
```
Positions in Å, forces in eV/Å.

For the energy above the lowest of the compared OMol25 structures with the same formula, charge and spin, the calculation gives 0.000 eV. The spin multiplicity is 4. The calculation puts the largest force on an atom at 0.23 eV/A. The total charge is 0. The total energy is -4684.61786 Eh.